(1)
The following is a DFT calculation (the ωB97M-V functional and the def2-TZVPD basis) of the molecule C5H14N2 in a non-equilibrium geometry.

Geometry as XYZ:
```
21
Properties=species:S:1:pos:R:3:forces:R:3:lowdin_charge:R:1
C -0.132 0.989 2.111 -0.09 0.31 -0.83 -0.11
C 1.095 0.546 1.307 -0.65 0.08 -0.96 -0.27
N 1.184 1.027 -0.081 0.15 -0.47 0.57 -0.08
C 0.022 0.878 -0.932 0.38 0.71 -0.56 -0.25
C 0.067 -0.327 -1.891 -0.60 0.06 1.45 -0.23
N -0.007 -1.649 -1.265 -0.98 0.94 -1.23 -0.12
C -1.199 -1.868 -0.455 0.62 0.08 0.23 -0.13
H -0.006 0.662 3.142 -0.26 0.32 0.08 0.07
H -0.317 2.059 1.975 0.46 0.17 0.64 0.08
H -1.056 0.592 1.694 0.00 -0.59 0.17 0.04
H 1.996 0.875 1.818 0.15 -0.31 0.04 0.11
H 1.041 -0.541 1.207 0.41 -0.12 0.52 0.09
H 1.648 1.913 -0.164 -0.20 0.19 0.07 0.10
H -0.923 1.020 -0.400 -0.11 -0.48 0.09 0.10
H 0.038 1.720 -1.615 -0.02 0.41 -0.21 0.11
H 1.040 -0.274 -2.364 -0.04 0.07 -0.62 0.11
H -0.789 -0.170 -2.553 0.28 -0.32 -0.43 0.11
H 0.857 -1.728 -0.800 0.90 -0.66 1.09 0.07
H -1.464 -2.919 -0.543 -0.40 0.05 0.19 0.07
H -1.995 -1.210 -0.791 -0.24 -0.24 -0.42 0.08
H -1.098 -1.594 0.602 0.23 -0.19 0.12 0.06
```
Positions in Å, forces in eV/Å.

E_HOMO   -8.1766 eV
Orbital gap   9.24 eV
Structure (SMILES)   CCNCCNC
E_tot   -308.3741 Ha
Multiplicity   1
Relative energy (zero: lowest compared OMol25 entry of this formula, charge and spin)   1.332 eV

(2)
The following is a DFT calculation (the ωB97M-V functional and the def2-TZVPD basis) of the ion CH5N4O4S with charge +1 in a non-equilibrium geometry.

Geometry as XYZ:
```
15
Properties=species:S:1:pos:R:3:forces:R:3:lowdin_charge:R:1
C -1.064 0.032 -0.040 -1.10 -0.15 1.15 -0.42
N 0.420 -1.727 0.210 5.76 -8.59 0.92 -0.08
N -0.687 -1.317 -0.115 -8.05 4.34 -2.77 0.18
N -1.903 0.468 -0.956 0.68 0.03 1.68 0.26
N -0.862 0.700 1.120 -1.30 0.18 -1.56 0.23
O 3.136 0.146 -0.648 1.15 -0.46 -0.32 -0.10
O 0.731 0.411 -1.098 1.21 0.27 -1.37 -0.24
O 1.464 -1.102 0.606 1.65 0.02 1.51 0.04
O 1.604 1.315 0.906 1.25 0.71 1.02 -0.20
S 1.854 0.474 -0.196 -1.54 1.64 -0.97 0.55
H 0.544 -2.828 0.057 0.10 3.05 0.83 0.28
H -2.151 -0.045 -1.756 -0.18 -0.64 -1.02 0.14
H -2.129 1.428 -0.858 -0.64 0.74 -0.39 0.14
H -0.086 0.317 1.559 1.28 -0.32 1.73 0.06
H -0.871 1.728 1.209 -0.28 -0.83 -0.42 0.17
```
Positions in Å, forces in eV/Å.

⟨S²⟩   2.009
E_HOMO (alpha / beta)   -13.8235 / -15.6539 eV
Orbital gap (alpha / beta)   10.35 / 5.53 eV
Net charge   +1
E_tot   -958.7497 Ha
Multiplicity   3